No. 1
This record from the OMol25 dataset describes C3H6NaO4 as an isolated structure. The level of theory is ωB97M-V/def2-TZVPD.

Summary:
ΔE to the lowest compared entry with this formula, charge and spin = 0.179 eV
Kohn-Sham gap (spin up / spin down) = 11.71 / 7.03 eV
LUMO energy (spin up / spin down) = -0.267 / -0.433 Ha
net charge = +2
<S²> = 0.753
multiplicity = 2

Last column: Mulliken charge in e.
Positions of all 14 atoms, in Å:
1 O -2.26420 1.25679 -1.99866  -0.36
2 C -1.12681 0.59290 -1.95885  -0.24
3 C -1.02887 -0.24709 -0.36034  -0.17
4 O 0.08813 -0.95743 -0.35047  -0.40
5 H -2.35515 1.80760 -2.79191  0.39
6 H -0.25435 1.25535 -1.89317  0.34
7 H -1.02520 -0.25202 -2.65463  0.36
8 H -1.97043 -0.80784 -0.37160  0.38
9 H -0.96770 0.61965 0.30473  0.32
10 C 2.31294 -0.96878 2.21590  0.66
11 O 2.61027 -0.03422 2.85404  -0.38
12 Na 3.70914 1.41169 4.58887  1.03
13 O 2.07754 -2.08254 1.97053  -0.30
14 H 0.19469 -1.59408 0.44558  0.38

No. 2
This record from the OMol25 dataset describes C34H24Cl4N6O2S3V as an isolated structure. The level of theory is ωB97M-V/def2-TZVPD.

Summary:
ΔE to the lowest compared entry with this formula, charge and spin = 1.630 eV
Kohn-Sham gap (spin up / spin down) = 3.76 / 3.83 eV
LUMO energy (spin up / spin down) = 0.136 / 0.138 Ha
net charge = -2
<S²> = 0.769
multiplicity = 2

Last column: Mulliken charge in e.
Positions of all 74 atoms, in Å:
1 V -1.16845 0.48067 -0.05159  1.01
2 C 3.10605 -0.55293 -0.54339  -1.94
3 N 2.03675 0.15177 -1.21189  1.51
4 C 1.41675 -0.65523 -2.25039  -1.86
5 C 0.49865 -1.76503 -1.71349  -0.39
6 N -0.90745 -1.38333 -1.55139  2.10
7 C -1.48295 -1.09723 -2.87639  -1.59
8 C -1.67695 -2.47663 -0.97649  -1.06
9 C -1.80125 -3.66223 -1.69189  -0.32
10 C -2.60715 -4.70793 -1.27849  -0.93
11 C -3.33795 -4.57123 -0.10589  -0.61
12 C -3.21895 -3.41933 0.63201  -0.90
13 C -2.38735 -2.35553 0.23641  1.24
14 S -2.32385 -1.01293 1.31591  -0.66
15 C 2.30685 1.49977 -1.53609  -0.33
16 C 3.59515 2.02277 -1.44589  -0.44
17 C 3.87375 3.35617 -1.69679  -0.71
18 C 2.85475 4.21417 -2.06629  -0.68
19 C 1.56835 3.72297 -2.15639  -0.61
20 C 1.26535 2.38747 -1.89109  0.64
21 S -0.40595 1.92447 -2.02159  -0.62
22 H 3.94585 -0.78183 -1.22109  0.40
23 H 2.73335 -1.49793 -0.15279  0.37
24 H 3.46715 0.04067 0.29561  0.52
25 H 2.21275 -1.13353 -2.85799  0.26
26 H 0.85525 0.00857 -2.90719  0.58
27 H 0.86445 -2.09173 -0.74259  0.19
28 H 0.57015 -2.61773 -2.41329  0.49
29 H -1.11185 -1.79553 -3.63939  0.40
30 H -1.24025 -0.07953 -3.17999  0.43
31 H -2.56705 -1.17923 -2.83129  0.27
32 H -1.25535 -3.77653 -2.61829  0.25
33 H -2.67545 -5.60933 -1.87299  0.39
34 H -3.99065 -5.36603 0.22691  0.36
35 H -3.77375 -3.28713 1.54961  0.45
36 H 4.41785 1.38007 -1.17969  0.39
37 H 4.89205 3.71187 -1.60269  0.36
38 H 3.06215 5.25537 -2.27519  0.35
39 H 0.74745 4.37607 -2.42049  0.40
40 S 4.99075 0.27067 5.10451  0.00
41 N 4.10435 1.40397 4.28291  -0.78
42 C 3.21455 0.75287 3.53451  0.94
43 C 2.25995 1.36437 2.66981  0.82
44 C 2.23885 2.75147 2.52801  -0.68
45 C 1.30945 3.30487 1.68041  -1.51
46 C 0.43045 2.45917 1.00901  -0.23
47 N 0.40455 1.13697 1.10311  0.95
48 C 1.32805 0.55807 1.93791  -0.96
49 C 1.38825 -0.86043 2.09721  -1.31
50 N 0.51665 -1.62523 1.41261  0.47
51 C 0.54485 -2.92783 1.56621  0.34
52 C 1.46885 -3.61113 2.36471  -1.22
53 C 2.40415 -2.86713 3.04351  -0.68
54 C 2.37195 -1.47623 2.94491  0.61
55 C 3.28885 -0.66023 3.65951  0.88
56 N 4.24065 -1.08103 4.49371  -0.81
57 H 2.94655 3.33797 3.09671  0.46
58 H 1.23845 4.36897 1.52461  0.46
59 H -0.30565 2.91797 0.36391  0.44
60 H -0.19715 -3.48663 1.01191  0.15
61 H 1.44425 -4.68933 2.42821  0.45
62 H 3.16905 -3.32283 3.65831  0.48
63 Cl -7.49975 1.99447 -1.64329  -0.28
64 C -5.96075 2.00707 -0.85839  0.36
65 C -5.75545 2.78487 0.26991  0.23
66 Cl -7.05355 3.73027 0.89911  -0.27
67 C -4.50625 2.80867 0.89291  0.00
68 Cl -4.25545 3.79757 2.28921  -0.27
69 C -3.44715 2.02157 0.43241  0.31
70 O -2.26765 1.96397 0.91051  -0.59
71 C -3.67605 1.20507 -0.73899  -0.92
72 O -2.65935 0.53357 -1.11959  0.83
73 C -4.91775 1.23477 -1.36509  -0.10
74 Cl -5.15975 0.24167 -2.76109  -0.28

No. 3
This record from the OMol25 dataset describes a single C18H30N2O3S molecule. The level of theory is ωB97M-V/def2-TZVPD.

Summary:
ΔE to the lowest compared entry with this formula, charge and spin = 1.782 eV
Kohn-Sham gap = 8.78 eV
LUMO energy = 0.020 Ha
SMILES = CCCCCCCCCCS(=O)(=O)N/N=C/c1ccccc1OC

Last column: Mulliken charge in e.
Positions of all 54 atoms, in Å:
1 C -4.09278 -4.00309 -1.33635  -1.16
2 C -4.28155 -2.67065 -2.05244  -0.47
3 C -4.40825 -1.48480 -1.09568  -0.56
4 C -3.11783 -1.17315 -0.34083  -0.48
5 C -3.25308 0.08277 0.51592  -0.86
6 C -1.95788 0.39991 1.26041  -0.08
7 C -2.03156 1.73624 2.00281  -0.99
8 C -1.95138 2.95306 1.06514  -0.45
9 C -0.66221 3.76033 1.22311  -1.31
10 C 0.55587 2.98111 0.77044  -0.35
11 S 0.44060 2.67894 -1.02347  1.04
12 O -0.22588 3.77091 -1.66780  -0.73
13 O -0.02253 1.34650 -1.28118  -0.57
14 N 2.05886 2.85143 -1.52277  -0.16
15 N 3.05128 1.95714 -1.41861  -0.55
16 C 2.93728 0.93346 -0.66838  0.02
17 C 4.03458 -0.00030 -0.52176  0.59
18 C 5.22349 0.15595 -1.23077  -0.41
19 C 6.26015 -0.74487 -1.09117  -0.75
20 C 6.11643 -1.82257 -0.23385  -0.63
21 C 4.94616 -1.99962 0.48535  -0.60
22 C 3.89796 -1.09667 0.35549  0.58
23 O 2.72189 -1.18598 1.03655  -0.33
24 C 2.49925 -2.30078 1.86549  -0.95
25 H -3.15325 -4.02212 -0.79065  0.30
26 H -4.90475 -4.17502 -0.63253  0.29
27 H -4.08358 -4.82031 -2.05446  0.37
28 H -5.18700 -2.72510 -2.66221  0.33
29 H -3.43932 -2.49814 -2.72587  0.30
30 H -5.20944 -1.68453 -0.37916  0.29
31 H -4.69481 -0.60178 -1.67220  0.35
32 H -2.85071 -2.01539 0.30043  0.23
33 H -2.30609 -1.02295 -1.05577  0.28
34 H -4.06630 -0.04853 1.23545  0.32
35 H -3.51439 0.92346 -0.12913  0.31
36 H -1.75622 -0.40053 1.97761  0.50
37 H -1.13976 0.42216 0.53934  -0.05
38 H -2.96718 1.76601 2.56564  0.43
39 H -1.22166 1.78786 2.73449  0.50
40 H -2.79339 3.62165 1.25100  0.34
41 H -2.01403 2.62742 0.02637  0.35
42 H -0.73171 4.65966 0.60850  0.42
43 H -0.53583 4.06469 2.26584  0.42
44 H 0.62885 2.00841 1.24671  0.24
45 H 1.47612 3.54143 0.90925  0.51
46 H 2.18440 3.51036 -2.27587  0.27
47 H 2.02645 0.69632 -0.12582  0.29
48 H 5.30295 1.00212 -1.89386  0.42
49 H 7.17537 -0.61259 -1.64753  0.39
50 H 6.91892 -2.53587 -0.11789  0.39
51 H 4.86333 -2.84683 1.14788  0.41
52 H 1.48876 -2.17950 2.25311  0.21
53 H 3.20601 -2.32940 2.70140  0.36
54 H 2.55941 -3.23821 1.30425  0.40

No. 4
This record from the OMol25 dataset describes a single C4H9NO2 molecule. The level of theory is ωB97M-V/def2-TZVPD.

Summary:
ΔE to the lowest compared entry with this formula, charge and spin = 1.390 eV
Kohn-Sham gap = 10.57 eV
LUMO energy = 0.028 Ha
SMILES = C[C@H](O)CNC=O

Last column: Mulliken charge in e.
Positions of all 16 atoms, in Å:
1 C -2.20781 0.18450 0.08749  -1.16
2 C -0.82822 -0.30663 -0.40540  0.39
3 O -0.68802 -1.71409 -0.28109  -0.55
4 C 0.32253 0.38594 0.28985  -0.86
5 N 1.59694 -0.22685 -0.13626  -0.27
6 C 2.72195 0.52905 0.15510  0.06
7 O 2.84817 1.67751 -0.18400  -0.51
8 H -2.11319 0.68223 1.04958  0.30
9 H -2.59965 0.96327 -0.56929  0.32
10 H -2.88855 -0.66501 0.14051  0.33
11 H -0.81615 0.03351 -1.45611  0.25
12 H -1.10742 -2.10969 -1.06023  0.34
13 H 0.22151 0.25792 1.37160  0.34
14 H 0.33196 1.42106 -0.00953  0.44
15 H 1.70855 -1.15028 0.25218  0.26
16 H 3.49740 0.03754 0.75560  0.32

No. 5
This record from the OMol25 dataset describes a 2-piece molecular cluster, C3H9IN3 overall. The level of theory is ωB97M-V/def2-TZVPD.

Summary:
ΔE to the lowest compared entry with this formula, charge and spin = 4.404 eV
Kohn-Sham gap (spin up / spin down) = 7.77 / 7.99 eV
LUMO energy (spin up / spin down) = -0.208 / -0.197 Ha
net charge = +1

Last column: Mulliken charge in e.
Positions of all 16 atoms, in Å:
1 C 0.47583 -0.34210 0.09716  0.61
2 C -1.88643 -0.68112 0.02075  -1.05
3 C -0.87155 1.55429 -0.06510  -0.77
4 N 0.89476 -1.54718 0.31500  -0.19
5 N -0.68643 0.19745 -0.06669  0.07
6 N 2.59804 0.94348 0.18278  -0.53
7 I 4.06469 -0.32453 -0.15344  0.32
8 H -2.71819 -0.32604 -0.71835  0.31
9 H -1.57826 -1.66381 -0.36234  0.35
10 H -2.25158 -1.01389 0.94618  0.40
11 H -1.64600 1.84142 -0.73040  0.33
12 H -1.21408 2.05328 0.83809  0.35
13 H 0.06785 1.98809 -0.29904  0.25
14 H 0.43029 -2.36223 0.60180  0.24
15 H 1.87244 -1.69206 0.05255  -0.02
16 H 2.44863 1.37493 -0.65896  0.34

No. 6
This record from the OMol25 dataset describes a 2-piece molecular cluster, C4H12O overall. The level of theory is ωB97M-V/def2-TZVPD.

Summary:
ΔE to the lowest compared entry with this formula, charge and spin = 2.198 eV
Kohn-Sham gap = 11.52 eV
LUMO energy = 0.035 Ha
SMILES = CCO.CC

Last column: Mulliken charge in e.
Positions of all 17 atoms, in Å:
1 C 0.59323 -0.17952 1.92126  -1.16
2 C -0.26096 0.90575 1.27189  0.21
3 O -1.71105 0.76842 1.64181  -0.55
4 H 1.43501 -0.53810 1.24475  0.28
5 H 0.19947 -1.19275 2.17487  0.36
6 H 1.07767 0.01959 2.85339  0.40
7 H 0.11241 1.80127 1.46829  0.30
8 H -0.23684 0.66537 0.24077  -0.20
9 H -1.72135 0.57058 2.57742  0.31
10 C -0.02083 -0.98566 -2.03539  -0.58
11 C 1.21409 -0.34773 -2.71026  -0.79
12 H 0.42143 -1.08054 -1.12839  0.08
13 H -0.80116 -0.16638 -1.69606  0.19
14 H -0.43044 -1.87076 -2.45455  0.38
15 H 1.97749 -1.16998 -3.13574  0.23
16 H 1.69120 0.43502 -2.20428  0.32
17 H 0.81028 0.02228 -3.75993  0.22

No. 7
This record from the OMol25 dataset describes a 4-piece molecular cluster, C20H38NO11S4 overall. The level of theory is ωB97M-V/def2-TZVPD.

Summary:
Kohn-Sham gap = 6.20 eV
LUMO energy = 0.070 Ha
net charge = -1

Last column: Mulliken charge in e.
Positions of all 74 atoms, in Å:
1 O 2.88781 -0.24607 1.73775  -0.53
2 C 3.19179 0.09702 0.64392  0.34
3 O 3.14075 1.44536 0.33876  -0.20
4 C 3.62497 -0.76228 -0.52108  -1.07
5 C 2.81737 -2.05227 -0.76909  0.40
6 S 3.30505 -2.61238 -2.44375  -0.25
7 N 1.40140 -1.75578 -0.69375  0.13
8 C 0.53188 -2.88068 -0.98245  -1.21
9 C -0.94159 -2.62836 -0.62125  -0.47
10 C -1.46428 -1.22752 -0.95410  0.36
11 C -2.56637 -0.70373 -0.01217  -0.69
12 O -3.44512 -1.71003 0.48409  -0.45
13 C 3.29350 -3.19523 0.22749  0.33
14 O 2.62802 -3.26338 1.26929  -0.66
15 O 4.28522 -3.86129 -0.16622  -0.79
16 H 3.81389 1.66086 -0.31982  0.24
17 H 4.65381 -1.07850 -0.32623  0.26
18 H 3.59969 -0.14243 -1.41676  0.63
19 H 3.10018 -1.43487 -3.05566  0.07
20 H 1.19493 -1.43449 0.24715  0.27
21 H 0.59128 -3.14475 -2.03915  0.42
22 H 0.84993 -3.77345 -0.43072  0.43
23 H -1.51408 -3.33632 -1.22264  0.28
24 H -1.11245 -2.90150 0.41927  0.30
25 H -1.89599 -1.24853 -1.95813  0.29
26 H -0.65731 -0.49479 -0.92818  -0.20
27 H -3.18826 -0.00971 -0.57985  0.15
28 H -2.11812 -0.13971 0.80491  0.37
29 H -3.15999 -1.99511 1.35474  0.30
30 C -0.34428 3.08897 -3.14979  -0.75
31 C 0.86158 2.65360 -2.30415  -0.46
32 C 0.62870 3.16322 -0.87782  -0.09
33 S -1.14917 3.23625 -0.65769  1.10
34 O -1.56037 4.60807 -0.47053  -0.71
35 O -1.56089 2.21226 0.26798  -0.59
36 C -1.57637 2.73218 -2.32446  -0.51
37 H -0.35992 2.59264 -4.11945  0.38
38 H -0.31102 4.16728 -3.32246  0.31
39 H 0.93026 1.56323 -2.29894  0.06
40 H 1.79860 3.04077 -2.70199  0.35
41 H 1.04155 2.49367 -0.12881  0.12
42 H 1.02328 4.16893 -0.74238  0.12
43 H -2.48583 3.24658 -2.62654  0.48
44 H -1.74105 1.65451 -2.30314  0.10
45 C 4.31551 6.83174 2.37487  -0.56
46 C 3.82073 5.55152 3.06321  -0.76
47 C 3.05597 4.73008 2.01789  -0.44
48 S 3.77496 5.16336 0.42844  1.19
49 O 2.78146 5.84194 -0.36795  -0.67
50 O 4.50542 4.04343 -0.11546  -0.67
51 C 4.92855 6.38390 1.05202  -0.77
52 H 5.04034 7.36887 2.98523  0.35
53 H 3.47354 7.50066 2.18460  0.29
54 H 4.67583 4.97895 3.42699  0.32
55 H 3.18685 5.77285 3.92000  0.34
56 H 3.15625 3.65799 2.15906  0.26
57 H 2.00169 4.99746 1.97598  0.40
58 H 5.03255 7.17836 0.31699  0.39
59 H 5.88373 5.88120 1.20052  0.34
60 C -6.48780 -5.79997 0.09504  -0.63
61 C -6.44753 -6.15323 1.58916  -0.59
62 C -4.98153 -6.41212 1.95969  -0.75
63 S -3.99696 -5.42003 0.82077  1.21
64 O -3.23555 -6.30790 -0.01726  -0.68
65 O -3.37131 -4.34055 1.52781  -0.62
66 C -5.37530 -4.77983 -0.12435  -0.69
67 H -7.45708 -5.40039 -0.20076  0.34
68 H -6.29547 -6.69397 -0.50233  0.31
69 H -6.83181 -5.31289 2.17050  0.30
70 H -7.06677 -7.02008 1.81722  0.31
71 H -4.74079 -6.10654 2.97428  0.34
72 H -4.69727 -7.45150 1.80948  0.35
73 H -5.06641 -4.67098 -1.16058  0.45
74 H -5.62483 -3.80464 0.29275  0.34

Computed values of max |F| (unit: eV/Å) for the preceding records, in sequence: 3.59, 2.58, 1.32, 1.49, 4.22, 6.68, 0.77.